{"formula": "C4H8O2", "method": "ωB97M-V with the def2-TZVPD basis set", "gap_ev": 11.058, "e_tot_ev": -8371.443, "de_lowest_kcal_mol": 42.40, "smiles": "CCC(=O)OC", "charge": 0, "elements": ["O", "O", "C", "C", "C", "C", "H", "H", "H", "H", "H", "H", "H", "H"], "xyz": [[-1.347, 0.166, -0.603], [0.608, -1.047, -1.111], [-1.934, -0.603, -1.639], [1.737, 0.864, 1.178], [-0.116, -0.332, -0.289], [0.542, 0.032, 1.110], [-1.800, -1.727, -1.538], [1.405, 1.927, 0.965], [2.611, 0.802, 0.531], [-1.479, -0.140, -2.523], [0.919, -0.952, 1.514], [-2.938, -0.255, -1.585], [2.088, 0.986, 2.239], [-0.297, 0.279, 1.751]]}


{"formula": "C4H9N2O", "method": "ωB97M-V with the def2-TZVPD basis set", "gap_ev": 11.355, "e_tot_ev": -9308.836, "de_lowest_kcal_mol": 165.57, "charge": 1, "elements": ["O", "N", "N", "C", "C", "C", "C", "H", "H", "H", "H", "H", "H", "H", "H", "H"], "xyz": [[-0.147, -2.840, -2.222], [-0.800, 0.057, 0.275], [0.130, -3.739, -0.984], [0.990, 1.213, 0.730], [-0.348, -2.529, -0.942], [0.322, -0.053, 1.258], [0.004, 1.165, -0.436], [-1.668, 0.270, 0.711], [-1.039, -0.684, -0.302], [0.852, -0.894, 0.990], [0.102, -0.112, 2.331], [2.081, 1.041, 0.422], [-0.139, -4.685, -0.817], [-0.426, 2.143, -0.682], [0.826, 1.998, 1.514], [0.366, 0.630, -1.384]]}